The following is a DFT calculation (ωB97M-V/def2-TZVPD) of a cluster of 9 separate species, C36H88BN8O16 in total.

Atoms and positions in Å:
O  0.48989  3.07809  -0.86490
C  0.34495  1.99863  -0.36632
O  0.11340  0.90177  -1.04142
B  -0.05844  -0.23434  -0.12360
O  0.49713  0.24486  1.14275
C  0.61262  1.57026  1.11487
O  0.85736  2.30909  2.01023
O  0.64274  -1.43968  -0.67603
C  -0.16027  -2.47522  -0.57723
O  0.10394  -3.63411  -0.69666
C  -1.52411  -1.94148  -0.08038
O  -1.48215  -0.62414  0.00269
O  -2.45082  -2.60835  0.29816
C  -1.51257  -2.74906  3.36972
C  -0.38158  -3.80095  3.46403
C  -0.61559  -4.86741  4.51746
O  -0.75527  -4.23096  5.77987
C  -0.94765  -5.14967  6.84070
N  -0.31630  -4.42573  2.15296
H  -1.16598  -1.81653  2.92791
H  -2.01956  -2.52616  4.31419
H  -2.33522  -3.14106  2.76852
H  0.55714  -3.28638  3.66725
H  0.19493  -5.60726  4.55718
H  -1.49709  -5.49052  4.30367
H  -0.81571  -4.54118  7.73178
H  -0.27743  -6.01142  6.77095
H  -1.96710  -5.55335  6.80204
H  -1.15631  -4.46070  1.60289
H  0.47154  -4.12586  1.60701
C  -7.31751  -4.13918  0.99596
C  -5.78664  -4.13933  0.92095
C  -5.17998  -5.38486  0.31860
O  -5.45239  -6.58353  1.04860
C  -4.77832  -6.71114  2.25059
N  -5.40724  -2.99283  0.06709
H  -7.60908  -5.12841  1.36857
H  -7.77091  -4.01659  0.01154
H  -7.68001  -3.35294  1.65281
H  -5.43525  -4.00714  1.94732
H  -4.08927  -5.26700  0.32417
H  -5.58783  -5.57643  -0.67488
H  -4.88569  -7.69753  2.70333
H  -4.90390  -5.97827  3.05796
H  -3.68309  -6.66006  2.09932
H  -5.38475  -3.34882  -0.88639
H  -4.43754  -2.72910  0.24320
C  3.86066  1.24347  -0.66275
C  5.21190  0.68495  -1.14033
C  6.35180  1.16417  -0.25816
O  7.56417  0.52158  -0.60670
C  8.36025  0.37186  0.54967
N  5.01414  -0.77368  -1.01446
H  3.03379  0.94682  -1.32092
H  3.84237  2.32984  -0.53198
H  3.40084  0.78386  0.22103
H  5.21429  1.03212  -2.18045
H  6.03826  0.91243  0.75921
H  6.39888  2.25267  -0.36124
H  7.92621  -0.29297  1.30265
H  8.52975  1.33826  1.03566
H  9.33968  -0.03982  0.30874
H  5.89610  -1.25783  -1.14644
H  4.32153  -1.10070  -1.67278
C  -1.57939  4.62464  1.16538
C  -2.63200  3.56602  0.83697
C  -2.89902  2.58493  1.97742
O  -3.86793  1.63013  1.57621
C  -3.72427  0.39619  2.25750
N  -3.93221  4.18739  0.49315
H  -0.73866  4.27833  1.77471
H  -1.98546  5.50339  1.67922
H  -1.11697  5.02642  0.26009
H  -2.25792  3.10810  -0.08463
H  -3.27871  3.02664  2.90332
H  -1.94116  2.09109  2.18218
H  -3.85939  0.60736  3.33021
H  -2.72541  -0.01243  2.11389
H  -4.56268  -0.24712  2.00458
H  -4.12659  4.71880  1.34615
H  -3.68627  4.91923  -0.17774
C  -7.04970  3.91369  -3.74275
C  -6.38720  3.07436  -2.66100
C  -4.88079  2.96704  -2.87032
O  -4.30230  2.12320  -1.89578
C  -3.18164  1.43038  -2.37448
N  -6.76150  3.62288  -1.32196
H  -8.13112  3.80242  -3.82831
H  -6.70819  3.62952  -4.74793
H  -6.76097  4.95543  -3.59145
H  -6.71635  2.02978  -2.62284
H  -4.42295  3.95562  -2.71483
H  -4.64732  2.63089  -3.88467
H  -2.29755  2.05608  -2.55690
H  -3.44213  0.79962  -3.22932
H  -2.77179  0.76196  -1.61226
H  -7.78489  3.55512  -1.37260
H  -6.74399  4.64022  -1.45219
C  1.62518  -8.45655  -3.55556
C  2.45759  -8.05004  -2.32575
C  2.22514  -6.58620  -1.99491
O  3.38315  -6.11650  -1.31684
C  3.23492  -4.73319  -1.03596
N  2.21333  -9.02327  -1.25912
H  0.59110  -8.09317  -3.58954
H  1.51389  -9.54241  -3.54403
H  2.05583  -8.11453  -4.49648
H  3.47718  -8.18745  -2.69005
H  1.33913  -6.58875  -1.34741
H  1.93812  -6.00941  -2.87626
H  4.12340  -4.10151  -1.10654
H  2.85516  -4.60623  -0.01828
H  2.51068  -4.24467  -1.69084
H  1.23334  -9.21798  -1.10911
H  2.63925  -8.68255  -0.40616
C  4.02816  2.79216  3.55867
C  3.88118  4.29405  3.29187
C  4.80688  4.74657  2.15021
O  4.98194  6.14080  2.20678
C  6.13316  6.60852  1.53555
N  2.47729  4.63853  2.96397
H  3.15821  2.29825  3.98640
H  4.93002  2.55744  4.13018
H  4.19949  2.27170  2.60760
H  4.15780  4.87220  4.17410
H  4.54581  4.40827  1.13352
H  5.78819  4.24498  2.22891
H  6.14102  7.68258  1.75693
H  5.98449  6.48709  0.46176
H  7.07301  6.30938  2.00894
H  1.90133  3.80031  3.02749
H  2.45137  4.73727  1.94880
C  0.73540  5.75761  -4.22961
C  1.56029  4.50522  -4.52675
C  3.04259  4.64180  -4.02708
O  3.83952  5.40434  -4.92149
C  3.79975  6.80012  -4.76073
N  0.89531  3.46647  -3.73543
H  -0.33337  5.58131  -4.26009
H  1.01694  6.49608  -4.99382
H  1.07659  6.29329  -3.34133
H  1.63544  4.25684  -5.58316
H  3.49714  3.65052  -3.97175
H  3.14748  5.03979  -3.00854
H  4.44318  7.03114  -3.90230
H  2.83427  7.26228  -4.53596
H  4.14684  7.32374  -5.64960
H  0.89554  3.70839  -2.75125
H  1.25406  2.52299  -3.81875

For the energy relative to the best compared isomer or geometry (same formula, charge and spin), the calculation gives 80.1 kJ/mol. The total energy comes out at -3091.29186 hartree. The calculation puts the largest force on an atom at 0.0500 Eh/bohr. The value obtained for the LUMO energy is 2.1 eV. The orbital gap is 8.80 eV. The net charge is -1.

Here are the Löwdin charges for atoms 1 to 6, given in e: O 0.12; C -0.39; O 0.22; B -0.88; O 0.23; C -0.37

The following is a DFT calculation (ωB97M-V/def2-TZVPD) of a structure of composition C36H88HgN3O13S3.

Atoms and positions in Å:
Hg  -23.95139  25.95892  31.41778
C  -22.20113  26.86032  27.12805
C  -22.53620  27.48323  28.51059
C  -23.63953  28.56745  28.27327
O  -22.95293  26.49786  29.41022
H  -21.68750  25.90695  27.25200
H  -21.60836  27.57656  26.55908
H  -23.02715  26.57045  26.47861
H  -21.65544  28.05221  28.80829
H  -24.58989  28.12491  27.97480
H  -23.31344  29.38301  27.62781
H  -23.97264  28.86046  29.26890
C  -23.69619  21.52855  28.71242
C  -22.85351  22.72238  28.23840
C  -22.43968  22.60042  26.70917
O  -23.70439  23.82130  28.12150
H  -23.04419  20.88756  29.30581
H  -24.17065  21.00156  27.88461
H  -24.45632  21.64709  29.48459
H  -22.08019  22.86697  28.99283
H  -22.07916  21.57770  26.59886
H  -21.71207  23.39305  26.53474
H  -23.29464  22.68295  26.03809
H  -23.15925  24.59967  28.25772
C  -23.04020  31.51047  23.84283
C  -22.15562  30.26620  24.03732
C  -22.08485  29.38021  22.84502
O  -20.81561  30.77396  24.02383
H  -22.62627  32.19924  23.10637
H  -23.24031  32.12637  24.71960
H  -24.07151  31.27666  23.57860
H  -22.37131  29.73028  24.96164
H  -21.64489  29.88739  21.98635
H  -23.08625  29.10976  22.51011
H  -21.43203  28.54037  23.08293
H  -20.62080  31.19235  24.86562
C  -21.00458  31.96609  32.98344
C  -20.99548  30.61185  32.26888
C  -20.56780  30.80345  30.82171
O  -20.08100  29.71655  32.87710
H  -21.24704  31.88399  34.04296
H  -21.81030  32.60782  32.62692
H  -20.00573  32.40187  33.00568
H  -21.96726  30.12561  32.35433
H  -19.57948  31.21815  30.62333
H  -21.30679  31.48603  30.40208
H  -20.61921  29.88739  30.23324
H  -20.12901  28.95146  32.29924
C  -18.25520  27.95213  31.12968
C  -19.10069  26.71982  31.34906
C  -18.54998  25.90435  32.57826
O  -17.25275  25.48564  32.32325
C  -16.71232  24.48868  33.22759
N  -20.46654  27.16775  31.57948
H  -18.07895  28.57632  32.00571
H  -18.73398  28.63512  30.42797
H  -17.25359  27.78941  30.73168
H  -19.04367  26.12668  30.43635
H  -19.23941  25.09715  32.82567
H  -18.55861  26.57278  33.43921
H  -16.34583  24.90036  34.16797
H  -15.77928  24.09516  32.82426
H  -17.34637  23.60219  33.24195
H  -20.95419  26.89214  30.73904
H  -20.91348  26.43282  32.10883
C  -17.63601  32.35292  28.38971
C  -17.82949  30.95981  27.74251
C  -18.69439  30.94390  26.41320
O  -19.97470  31.58640  26.46763
C  -20.94149  31.08099  27.44012
N  -16.49282  30.37291  27.40729
H  -16.84782  32.31102  29.14145
H  -18.62691  32.46897  28.82873
H  -17.44335  33.18965  27.71825
H  -18.19177  30.22702  28.46353
H  -18.88883  29.93748  26.04250
H  -18.14316  31.41533  25.59956
H  -21.04260  29.99601  27.46666
H  -21.94277  31.48368  27.28723
H  -20.61370  31.42325  28.42170
H  -15.91591  31.10874  27.02540
H  -16.55136  29.73025  26.63034
C  -27.18655  24.43032  28.74220
C  -26.22734  25.44024  29.41336
C  -26.89323  26.52565  30.18736
O  -25.86492  27.27530  30.85192
C  -26.36901  28.42997  31.46867
N  -25.37561  24.55535  30.21730
H  -27.88290  23.98455  29.45246
H  -26.65924  23.67182  28.16364
H  -27.88016  24.91198  28.05299
H  -25.55545  25.85297  28.66081
H  -27.52159  26.11081  30.97550
H  -27.48468  27.08627  29.46350
H  -26.80254  29.10237  30.72837
H  -25.63433  29.00400  32.03333
H  -27.21354  28.18772  32.11379
H  -26.06345  23.88118  30.52139
H  -24.84292  23.98882  29.57281
C  -25.16137  25.40580  25.26493
C  -25.13841  26.73412  24.48951
C  -24.83119  26.28343  23.04714
S  -26.06907  24.93294  22.63733
O  -25.35600  23.90725  21.86949
O  -27.37519  25.50207  22.25516
C  -26.12185  24.41708  24.51646
H  -25.43838  25.50154  26.31479
H  -24.12749  25.07930  25.37710
H  -24.36616  27.38655  24.89703
H  -26.08134  27.27046  24.59584
H  -23.86067  25.80806  22.90494
H  -24.86980  26.97236  22.20335
H  -25.88999  23.35206  24.50810
H  -27.16094  24.49731  24.83575
C  -17.16772  25.87774  27.94250
C  -18.53534  26.61938  27.84799
C  -18.63682  26.84586  26.37612
S  -16.96049  26.87994  25.56535
O  -16.73568  28.26060  25.14592
O  -16.81826  25.85429  24.56959
C  -16.03136  26.53232  27.03948
H  -17.25302  24.85444  27.57686
H  -16.73939  25.89111  28.94472
H  -18.42673  27.57515  28.36063
H  -19.33057  26.03383  28.30934
H  -19.14975  27.76443  26.09112
H  -19.02449  26.00054  25.80758
H  -15.75328  27.53904  27.35139
H  -15.13348  25.93639  26.87586
C  -25.37953  32.73950  29.35375
C  -26.66316  32.02392  29.89356
C  -26.67711  32.31110  31.44702
S  -24.86784  32.33604  32.00596
O  -24.42173  31.06657  32.59786
O  -24.61490  33.61185  32.61103
C  -24.15433  32.37586  30.29881
H  -25.59381  33.80722  29.40026
H  -25.04212  32.57722  28.33007
H  -26.60858  30.94566  29.74360
H  -27.53080  32.47823  29.41512
H  -27.22739  31.58203  32.04179
H  -27.09722  33.30443  31.60483
H  -23.82982  31.35677  30.08845
H  -23.38806  33.14875  30.35845

Its spin multiplicity is 2. The total energy comes out at -3914.54229 hartree. The calculation puts the largest force on an atom at 0.0551 Eh/bohr. The value obtained for the LUMO energy (spin up / spin down) is 0.0 / -1.6 eV. The orbital gap (spin up / spin down) is 7.80 / 7.28 eV. The expectation value of S² is 0.754.

Here are the Löwdin charges for atoms 1 to 6, given in e: Hg 0.92; C -0.05; C -0.56; C -0.05; O -0.43; H 0.06